[1]
# C19H28MnNO2P2

A structure of composition C19H28MnNO2P2 in a non-equilibrium geometry (ωB97M-V with the def2-TZVPD basis set, OMol25).

```
53
Properties=species:S:1:pos:R:3:forces:R:3
C -0.97430 1.59977 4.68470 0.1 -0.2 0.2
H 3.09803 -1.91534 1.22760 0.0 0.3 0.1
H -0.21811 -3.98719 -0.15326 1.1 0.7 0.4
H 0.67146 2.70866 -5.41079 -0.1 -0.2 0.2
H 2.48924 -2.46715 -2.49490 0.5 0.0 0.0
C -1.05474 1.78931 6.06072 0.3 -0.1 0.2
H 2.68521 2.09434 -3.98379 -0.6 0.1 0.0
C 1.16436 0.77577 6.32402 -0.3 0.2 0.2
C 1.45624 1.10301 -2.52309 -0.3 0.7 -1.0
C 3.11190 -2.08753 -1.67344 -0.6 -0.5 0.0
C 0.12868 0.54353 1.54215 0.1 0.0 1.9
H 4.11824 -0.51456 0.82593 -0.5 -0.2 -0.4
P -2.26138 -0.02793 -0.59736 -2.7 1.1 -1.6
H 2.56822 -0.27065 1.68873 0.1 -0.3 -0.5
H -0.06096 1.50784 7.98000 0.1 -0.1 -0.6
C -3.27283 1.32876 0.02973 -0.3 0.3 1.2
H 2.10806 0.12094 4.49516 -0.1 0.1 0.1
P 2.09669 -0.91385 -0.68230 1.8 1.4 1.1
H 4.01906 -1.58157 -2.05619 -0.6 -0.2 0.3
H -1.95253 2.25425 6.50234 0.6 -0.3 -0.3
H -3.57658 -1.67860 0.55824 0.2 0.1 -0.1
Mn -0.05920 0.26052 -0.25016 1.9 -0.9 -0.7
H 0.61994 -3.75575 -1.32660 0.5 0.2 -0.1
C -0.74970 1.65293 -4.15466 -0.5 0.1 0.2
O 0.58464 -3.46009 -0.40467 -1.6 -0.9 -0.4
H -2.79261 -2.42290 -0.83196 -0.1 0.3 0.0
C -3.32138 -1.51960 -0.49574 0.2 -0.5 0.1
C 3.07041 -0.86126 0.90528 0.0 -0.2 0.1
H -1.65495 1.93154 -4.72146 0.8 -0.3 0.0
H -3.20992 1.35968 1.10863 -0.1 0.1 0.4
N 0.18369 0.80266 -2.17117 -1.2 -1.1 0.4
H -3.06969 0.23001 -2.91916 0.6 -0.8 -0.6
C 2.56996 0.64716 -1.60828 0.3 0.4 0.2
H -2.92098 1.68083 -2.24999 1.3 -0.3 0.1
C -2.30605 0.74449 -2.33564 -0.5 -0.3 0.1
H 3.40023 -2.91866 -1.01371 -0.2 0.2 -0.3
C 1.65899 1.83026 -3.69989 -0.7 -0.6 -0.3
H -1.02358 -2.62940 -4.46463 0.0 -0.4 -0.4
C 0.01214 1.36807 6.89080 0.0 0.0 -0.5
C 1.23482 0.58941 4.94354 -0.1 -0.1 0.7
H 2.92350 1.45420 -0.94450 -0.6 -0.2 0.1
H -2.25903 -3.50634 -4.37223 0.7 -0.2 -0.7
H -4.32975 1.23873 -0.24250 0.2 -0.2 -0.1
H 3.48198 0.44044 -2.17414 -0.2 0.0 -0.3
H 1.99352 0.44797 6.97459 -0.6 0.3 -0.5
O -1.40148 -3.44085 -4.84917 -0.7 0.6 1.1
H -1.78182 1.90249 4.02686 0.0 0.0 0.1
H -4.27693 -1.44025 -1.03829 0.5 0.3 0.0
C 0.52754 2.10743 -4.51201 0.7 -0.1 0.6
C 0.23464 0.68240 2.77489 -0.9 0.0 -2.5
C 0.15380 0.95999 4.11907 0.5 0.4 1.9
H -2.90285 2.28117 -0.35590 0.1 -0.2 0.2
C -0.93386 0.96092 -2.95139 1.0 1.8 -0.3
```
Positions in Å, forces in eV/Å.

The value obtained for the molecular weight is 419.32 g mol⁻¹. The LUMO energy (alpha / beta) is -0.3102 / -0.2606 Eh. The multiplicity is 5. The expectation value of S² is 6.1341. Its total charge is +2. The gap between HOMO and LUMO (alpha / beta) is 5.31 / 7.00 eV.


[2]
# C12H20FN2O2

The ion C12H20FN2O2 with charge +1 in a non-equilibrium geometry (ωB97M-V with the def2-TZVPD basis set, OMol25).

```
37
Properties=species:S:1:pos:R:3:forces:R:3
C -0.84667 -0.30481 -1.38204 -2.6 -1.3 -3.4
C -0.24328 -3.18804 0.44302 -0.6 0.2 0.5
C 2.57708 1.51427 -2.42559 1.2 0.6 0.0
H 3.74528 1.72172 -2.55672 -2.6 -0.5 0.4
C -2.25077 0.44851 -1.12086 -0.6 0.9 -1.0
H -0.44869 -3.97165 1.31901 0.5 2.0 -1.9
H 1.73258 1.16172 2.83476 1.3 -1.9 -0.5
H 3.51180 0.49675 2.29512 -2.7 -0.6 0.4
C -3.92987 -0.20258 0.80781 -6.0 -4.5 6.0
C 2.38761 0.22481 2.58407 -0.4 -0.8 -0.2
C 0.59123 1.49747 -0.51941 0.8 3.2 -0.4
C -4.90564 -0.98131 1.49787 6.9 6.4 -4.0
H 1.17417 -0.43749 -0.96432 -1.1 0.2 0.1
H 2.41826 0.39515 -2.75232 0.1 2.1 0.7
H -1.14285 -3.32993 -0.31248 2.0 0.3 1.4
O 2.55097 -1.66059 0.88116 -6.2 6.1 2.2
H 2.05803 2.27310 -3.18748 0.8 -1.8 2.0
C 2.19636 1.82667 -0.85871 -0.4 1.3 -0.5
C 1.72191 -0.69060 1.35752 6.4 -3.6 -0.8
H -5.76272 -1.33590 2.24586 2.3 0.8 -2.4
H -3.11289 -0.23026 -1.59265 2.1 1.4 1.1
H -3.22841 1.90439 0.32380 1.1 -2.4 0.1
H 2.48612 -0.51650 3.51445 -0.5 1.7 -2.0
H -2.26517 1.44191 -1.78104 0.2 -2.1 1.5
C -2.69268 0.83746 0.37492 -2.6 -0.1 0.2
N 0.31266 -0.44425 0.79528 0.5 -2.6 4.3
H 2.93236 1.37412 -0.07030 -1.4 0.8 -1.6
F 2.31052 3.32511 -0.70059 -0.5 -3.5 -0.2
H 0.00545 2.03819 -1.40858 1.1 -1.5 2.1
N 0.31318 -0.02165 -0.49372 2.4 1.4 -3.4
C -0.43968 -1.69523 1.10811 -5.8 -2.2 5.4
H -1.09380 -1.46021 -1.56179 1.1 2.4 1.1
H 0.80917 -3.37947 -0.03126 -2.1 0.6 0.8
O -1.36256 -1.62464 2.10863 6.4 0.2 -6.6
H -0.49722 0.05221 -2.47161 -0.5 -0.8 2.6
H -1.86870 0.94126 1.19008 -1.6 -0.7 -1.5
H 0.25687 2.00029 0.51000 0.8 -1.4 -2.3
```
Positions in Å, forces in eV/Å.

The value obtained for the molecular weight is 243.30 g mol⁻¹. The SMILES is C#CCCC[N@@H+](C[C@@H](C)F)N(C(C)=O)C(C)=O. The LUMO energy is -0.1781 Eh. Its total charge is +1. The gap between HOMO and LUMO is 7.10 eV.


[3]
# C2HClFN3

A cluster of 2 separate species, C2HClFN3 in total in a non-equilibrium geometry (ωB97M-V with the def2-TZVPD basis set, OMol25).

```
8
Properties=species:S:1:pos:R:3:forces:R:3
N 0.04051 1.20431 0.74439 -0.9 -0.6 1.1
N -0.13574 0.77201 -2.83937 -0.3 -0.6 0.3
H 1.25237 0.08435 2.31243 0.0 0.7 -1.4
Cl -1.31392 -1.49546 -1.63725 0.5 0.9 -0.5
N -0.65603 0.57939 1.60106 -0.6 1.3 -1.8
C -0.60872 -0.16464 -2.35663 -0.2 -0.3 0.2
C 0.62548 0.08298 1.37749 1.7 0.8 4.1
F 0.79604 -1.06294 0.79788 -0.1 -2.1 -2.0
```
Positions in Å, forces in eV/Å.

The value obtained for the molecular weight is 121.50 g mol⁻¹. The SMILES is FC1N=N1.N#CCl. The LUMO energy is -0.0102 Eh. The gap between HOMO and LUMO is 10.75 eV.


ΔE to the lowest compared entry with this formula, charge and spin, record by record: 99.5; 871.4; 200.8 kJ/mol